DFT (ωB97M-V/def2-TZVPD) results for a 2-piece molecular cluster, C4H4 overall.

```
8
Properties=species:S:1:pos:R:3:mulliken_charge:R:1
C -0.83095 1.45754 1.49834 -0.481
C -1.33023 0.37135 1.55287 -0.292
H -0.63673 2.48718 1.47743 0.373
H -1.65476 -0.63843 1.54129 0.411
C 0.63254 -0.55022 -1.34138 -0.311
C 1.41969 -1.37096 -1.70939 -0.434
H 0.34772 0.36275 -0.96402 0.305
H 2.05272 -2.11921 -2.05515 0.429
```

Summary:
- charge = 0
- calculated total energy (eV) = -4207.99972
- molar mass (g mol⁻¹) = 52.08
- relative energy (zero: lowest compared OMol25 entry of this formula, charge and spin) (kcal/mol) = 49.8


DFT (ωB97M-V/def2-TZVPD) results for a 2-piece molecular cluster, C4H4 overall.

```
8
Properties=species:S:1:pos:R:3:mulliken_charge:R:1
C 3.64918 -0.57355 -0.07407 -0.259
C 3.07566 0.66296 0.06402 -0.361
H 3.85274 -1.61830 0.03684 0.345
H 2.58875 1.65374 -0.33458 0.277
C -2.74326 0.02309 0.16237 -0.363
C -3.93388 -0.12744 -0.14860 -0.356
H -1.74270 -0.02481 0.52510 0.399
H -4.98502 0.07899 -0.24972 0.318
```

Summary:
- charge = 0
- calculated total energy (eV) = -4206.51836
- molar mass (g mol⁻¹) = 52.08
- relative energy (zero: lowest compared OMol25 entry of this formula, charge and spin) (kcal/mol) = 83.9


DFT (ωB97M-V/def2-TZVPD) results for a 15-piece molecular cluster, C4H40NO14 overall.

```
59
Properties=species:S:1:pos:R:3:mulliken_charge:R:1
C -0.75012 -0.39520 -0.19671 -0.042
C -0.14630 0.07283 -1.56834 -0.361
N 0.67608 1.32795 -1.44106 0.268
C 1.90307 1.46107 -0.56049 0.461
C 2.48134 2.83107 -0.71023 -1.307
H -1.00662 -1.42128 -0.34809 0.612
H -1.58167 0.34123 0.07695 -0.041
H 0.03829 -0.42062 0.56576 -0.231
H 0.48363 -0.70315 -2.11443 0.197
H -0.91608 0.07897 -2.38641 0.038
H -0.00093 2.04721 -1.18525 0.050
H 1.00712 1.55705 -2.50429 0.551
H 2.64568 0.68850 -0.96263 0.373
H 1.75164 1.28325 0.59766 -0.334
H 2.04895 3.37525 0.12314 0.334
H 3.64860 2.86665 -0.59741 0.315
H 2.23176 3.29415 -1.60647 0.380
H 1.94444 -4.54606 0.34187 0.273
H 0.58590 -4.49299 0.82783 0.264
O 1.20143 -3.96429 0.25417 -0.581
H -0.38189 2.76503 1.27332 0.388
H -0.51160 4.11112 0.47266 0.227
O -0.33682 3.23991 0.38391 -0.526
H -2.07683 -4.07442 2.22884 0.338
H -1.44374 -2.93137 1.51654 0.362
O -1.74131 -3.76223 1.31300 -0.635
H 2.63565 -2.55288 -1.83028 0.392
H 1.74986 -1.40647 -1.42545 0.002
O 2.76564 -1.67623 -1.44580 -0.594
H -1.00956 1.78682 3.38932 0.261
H 0.29181 1.06059 2.86645 0.284
O -0.44986 1.59910 2.66525 -0.608
H 3.41316 -0.15260 -3.16321 0.239
H 2.50199 -0.36558 -4.31763 0.253
O 2.58387 -0.02732 -3.45280 -0.480
H -2.19947 -2.28977 3.52763 0.320
H -1.21250 -1.30012 3.94866 0.305
O -1.20226 -2.13389 3.53458 -0.649
H 0.13313 -3.42669 -3.15211 0.238
H 0.53960 -3.60339 -1.68601 0.301
O 0.54317 -3.03615 -2.47941 -0.539
H 2.26874 0.10351 3.00148 0.247
H 1.55364 -1.15915 3.08758 0.352
O 1.39437 -0.14383 3.31722 -0.688
H 2.58275 -1.64306 1.02592 0.328
H 1.37022 -2.30342 0.74097 0.206
O 1.66270 -1.44846 1.07285 -0.525
H -3.25022 0.56961 4.08510 0.304
H -2.66168 0.83742 2.60445 0.442
O -2.65629 0.22354 3.33516 -0.625
H -3.17436 0.83327 -3.50042 0.294
H -4.41762 0.68408 -2.70867 0.336
O -3.80438 1.34311 -3.08198 -0.673
H -3.41722 2.23300 0.98170 0.285
H -2.01637 1.91112 0.49601 0.203
O -2.58009 1.95909 1.40577 -0.622
H -1.56631 3.67091 -1.94896 0.276
H -2.54326 2.47336 -2.41474 0.352
O -1.58286 2.75087 -2.27250 -0.592
```

Summary:
- charge = +1
- calculated total energy (eV) = -34944.72353
- molar mass (g mol⁻¹) = 326.36
- relative energy (zero: lowest compared OMol25 entry of this formula, charge and spin) (kcal/mol) = 130.1


DFT (ωB97M-V/def2-TZVPD) results for a 15-piece molecular cluster, C4H40NO14S overall.

```
60
Properties=species:S:1:pos:R:3:mulliken_charge:R:1
C -0.87580 -0.13386 1.75491 -1.049
C -0.68646 0.45029 0.33969 0.423
C 0.70170 0.18002 -0.21956 0.771
S 1.78202 1.67368 -0.20457 -0.132
C 1.21308 2.58551 -1.68672 -0.611
N -1.11270 -1.63718 1.64086 0.164
H -0.04135 0.06721 2.37658 -0.208
H -1.68915 0.26768 2.25971 0.490
H -0.94596 1.50731 0.36152 0.658
H -1.42745 0.02601 -0.36933 -0.372
H 0.64332 -0.23959 -1.26412 -0.164
H 1.23752 -0.55278 0.41208 -0.333
H 1.78659 3.54796 -1.79402 0.399
H 0.16830 2.85468 -1.62748 0.164
H 1.38616 2.01135 -2.58413 0.137
H -2.08142 -1.83133 1.19188 0.424
H -0.40026 -2.06868 0.96870 0.241
H -1.05409 -2.10964 2.55303 0.403
H 0.11498 -2.57239 -2.85606 0.346
H 1.58500 -2.56958 -2.51180 0.413
O 0.97974 -2.49972 -3.26042 -0.866
H -2.60390 2.76796 -2.47512 0.291
H -1.92324 1.35816 -2.55569 0.461
O -2.22698 2.11304 -1.93311 -0.734
H 2.40111 -1.32946 4.04442 0.299
H 1.84029 0.03099 3.34940 0.411
O 2.04057 -0.95233 3.19452 -0.745
H 4.54009 -1.24161 1.38763 0.308
H 3.14951 -1.47077 1.93684 0.377
O 3.73206 -1.77692 1.26007 -0.691
H -4.25874 -1.93000 -0.00751 0.305
H -3.54599 -0.57888 0.01506 0.376
O -3.33502 -1.50748 0.01143 -0.651
H 0.75352 2.02600 3.06490 0.325
H 2.14113 2.18662 3.78904 0.294
O 1.35088 1.61548 3.69935 -0.729
H -1.50734 -1.23455 -2.74287 0.451
H -2.22198 -1.97270 -1.55214 0.339
O -1.47170 -2.05884 -2.22993 -0.878
H -1.11628 2.53534 3.29158 0.355
H -0.72356 3.72679 2.40202 0.228
O -0.70401 2.78136 2.46206 -0.524
H -3.21529 1.59880 0.84220 0.339
H -3.23967 1.53004 -0.69925 0.440
O -3.67951 1.15693 0.09741 -0.831
H 3.08962 -2.00551 -0.32833 0.337
H 2.88982 -1.11641 -1.54833 0.257
O 2.53710 -1.94490 -1.13529 -0.694
H 1.42982 -0.00451 -5.06397 0.258
H 1.10544 -0.91686 -3.90727 0.472
O 1.04898 -0.01174 -4.19838 -0.615
H -2.00153 0.10325 -4.48144 0.245
H -0.58312 0.22188 -3.86355 0.371
O -1.55148 0.20079 -3.67919 -0.769
H 1.06288 -2.65218 -0.48228 0.297
H -0.39462 -2.68689 -1.09276 0.531
O 0.17366 -2.85091 -0.26608 -0.786
H -1.37769 1.89832 5.64594 0.281
H -0.18550 1.34630 4.83236 0.358
O -1.14078 1.52868 4.79742 -0.657
```

Summary:
- charge = +1
- calculated total energy (eV) = -45784.95066
- molar mass (g mol⁻¹) = 358.42
- relative energy (zero: lowest compared OMol25 entry of this formula, charge and spin) (kcal/mol) = 0.0


DFT (ωB97M-V/def2-TZVPD) results for a 16-piece molecular cluster, C4H42N2O15 overall.

```
63
Properties=species:S:1:pos:R:3:mulliken_charge:R:1
C -0.72539 1.20165 -0.40811 0.987
C -0.33084 1.85660 -1.75053 -1.233
C 0.92185 1.26351 -2.39517 -0.297
N 2.14702 1.63448 -1.65910 -0.470
C -0.23845 1.98252 0.80455 -0.012
N -1.06254 1.70362 1.98291 -0.515
H -0.38369 0.16754 -0.36308 -0.172
H -1.81945 1.14588 -0.38145 0.043
H -0.22352 2.93827 -1.63829 0.439
H -1.14272 1.72822 -2.47724 0.403
H 1.00772 1.64930 -3.41839 0.531
H 0.79720 0.18159 -2.50779 0.036
H 2.27336 1.02408 -0.85520 0.032
H 2.95585 1.54130 -2.26149 0.245
H 0.82250 1.75448 0.98757 -0.683
H -0.26674 3.05448 0.60068 0.603
H -1.20048 0.71275 2.13577 0.206
H -0.69432 2.14306 2.81528 0.232
H -2.49681 -1.65320 -1.41236 0.408
H -2.95977 -0.61472 -2.48848 0.285
O -3.18234 -0.98578 -1.62907 -0.710
H 3.51923 3.27207 2.66495 0.291
H 2.35684 3.41964 1.59184 0.426
O 2.57244 3.14093 2.51685 -0.729
H -3.46229 2.93493 0.26297 0.324
H -2.73565 2.36322 1.52183 0.400
O -3.62928 2.47517 1.10255 -0.790
H 1.91933 -2.36087 -1.37407 0.393
H 2.46338 -1.51531 -0.10940 0.231
O 1.73616 -2.11950 -0.42789 -0.682
H 1.94933 -0.11703 2.71742 0.431
H 2.58072 1.35402 2.59643 0.420
O 2.79471 0.39058 2.64716 -0.776
H 1.17912 -2.40855 -3.46582 0.382
H 2.50005 -1.60960 -3.46517 0.308
O 2.10145 -2.40960 -3.09379 -0.734
H -0.29888 -2.45995 -0.80265 0.215
H -1.15616 -3.75905 -0.79332 0.380
O -1.17086 -2.80735 -1.07733 -1.011
H -0.28521 -1.30314 2.10476 0.255
H 1.05674 -1.58917 1.23530 0.504
O 0.70138 -1.34569 2.11597 -0.748
H -4.05513 0.77769 0.94361 0.447
H -4.05250 -0.37586 -0.12293 0.324
O -4.18213 -0.19776 0.83601 -0.787
H 2.23009 3.13624 -0.70056 0.478
H 2.77828 4.60579 -0.48809 0.272
O 2.18313 3.93411 -0.09481 -0.709
H -0.86184 -2.59092 -2.80964 0.581
H -0.92738 -3.04900 -4.27064 0.287
O -0.58849 -2.34360 -3.73102 -0.705
H -1.76764 -2.00277 0.66964 0.247
H -2.87081 -1.04526 1.27759 0.469
O -2.05398 -1.58413 1.51253 -0.716
H -0.56870 -4.71969 1.24745 0.342
H 0.58086 -4.42999 0.24467 0.350
O -0.28567 -4.87570 0.31368 -0.722
H -3.26898 -0.17670 3.52601 0.310
H -2.27018 -1.27877 3.45179 0.380
O -2.45856 -0.47463 3.96490 -0.650
H 4.53383 -0.81744 0.52762 0.268
H 3.33351 -0.06603 1.22744 0.441
O 3.68136 -0.40093 0.32511 -0.757
```

Summary:
- charge = 0
- calculated total energy (eV) = -38526.09124
- molar mass (g mol⁻¹) = 358.38
- relative energy (zero: lowest compared OMol25 entry of this formula, charge and spin) (kcal/mol) = 0.0


DFT (ωB97M-V/def2-TZVPD) results for C4H4Br12 as an isolated structure.

```
20
Properties=species:S:1:pos:R:3:mulliken_spin:R:1
C -17.73211 6.57884 -8.31774 0.015
Br -17.05131 8.38881 -8.92849 0.009
Br -16.38400 5.16731 -8.72535 0.008
Br -19.44065 6.17599 -9.23749 0.007
H -17.91888 6.54847 -7.24429 -0.002
C -20.70358 11.58993 1.19878 0.048
Br -19.00423 11.91464 2.25122 0.024
Br -22.12441 10.75950 2.28979 0.019
Br -20.33901 10.43080 -0.32803 0.055
H -21.09847 12.55090 0.86908 0.000
C -15.78802 6.05719 -3.54181 -0.013
Br -15.23184 6.64050 -5.42087 0.002
Br -14.31692 5.95120 -2.28252 0.004
Br -16.80136 4.35679 -3.78861 0.002
H -16.49044 6.79775 -3.15938 0.017
C -19.58153 7.94425 -3.11258 0.127
Br -21.50943 7.60571 -3.39694 0.194
Br -18.72582 7.82174 -4.85018 0.207
Br -18.74685 6.72393 -1.80942 0.237
H -19.47316 8.92668 -2.65304 0.039
```

Summary:
- charge = -1
- calculated total energy (eV) = -844721.55656
- molar mass (g mol⁻¹) = 1010.92
- relative energy (zero: lowest compared OMol25 entry of this formula, charge and spin) (kcal/mol) = 3.8
- ⟨S²⟩ = 0.75
- spin multiplicity = 2


DFT (ωB97M-V/def2-TZVPD) results for the molecule C4H4BrN.

```
10
Properties=species:S:1:pos:R:3:mulliken_charge:R:1
C -1.85048 0.00377 -1.10975 -0.732
N -1.36069 -0.30291 0.20168 -0.329
C -0.23872 -0.11220 0.54521 1.101
C 0.94135 0.00827 1.00536 -0.283
C 2.22371 0.05432 1.28403 -0.869
Br 3.63722 0.60411 0.10723 -0.130
H -2.76933 0.65751 -1.08556 0.244
H -1.11290 0.49655 -1.64987 0.335
H -2.02556 -0.98875 -1.47234 0.300
H 2.55540 -0.42068 2.17401 0.363
```

Summary:
- charge = 0
- calculated total energy (eV) = -75742.26086
- molar mass (g mol⁻¹) = 145.99
- relative energy (zero: lowest compared OMol25 entry of this formula, charge and spin) (kcal/mol) = 48.4


DFT (ωB97M-V/def2-TZVPD) results for a 2-piece molecular cluster, C4H4BrN overall.

```
10
Properties=species:S:1:pos:R:3:mulliken_charge:R:1
Br 1.63696 -0.90863 -0.22740 -0.108
C 0.62475 0.60731 -0.27944 -0.078
C -0.46989 1.32734 -0.54432 -0.174
C 0.53357 1.95056 0.44351 -0.415
H -1.11637 1.59266 -1.36234 0.300
H 1.21031 2.57402 -0.12843 0.236
H 0.29910 1.98655 1.56189 0.234
C -0.86646 -3.05302 0.12519 0.052
N -1.60120 -2.19612 -0.02214 -0.328
H -0.25078 -3.88067 0.43348 0.280
```

Summary:
- charge = 0
- calculated total energy (eV) = -75741.04341
- molar mass (g mol⁻¹) = 145.99
- relative energy (zero: lowest compared OMol25 entry of this formula, charge and spin) (kcal/mol) = 76.5


DFT (ωB97M-V/def2-TZVPD) results for the molecule C4H4Cl2F2.

```
12
Properties=species:S:1:pos:R:3:mulliken_charge:R:1
C 0.44479 -1.76524 -1.13649 -0.903
C 0.14865 -0.92068 -0.15158 0.456
C 1.24125 -0.14251 0.47238 0.107
F 2.42976 -0.72701 0.26031 -0.241
Cl 1.30047 1.55184 -0.21063 -0.164
C -1.24300 -0.69512 0.32431 -0.054
F -1.24517 -0.34138 1.63395 -0.255
Cl -2.15069 0.59467 -0.53192 -0.146
H -0.35901 -2.22023 -1.71061 0.275
H 1.47261 -1.99308 -1.41732 0.310
H 1.02400 0.05894 1.54096 0.286
H -1.89523 -1.57953 0.11024 0.329
```

Summary:
- charge = 0
- calculated total energy (eV) = -34691.90300
- molar mass (g mol⁻¹) = 160.98
- relative energy (zero: lowest compared OMol25 entry of this formula, charge and spin) (kcal/mol) = 7.6


DFT (ωB97M-V/def2-TZVPD) results for the molecule C4H4Cl2O2.

```
12
Properties=species:S:1:pos:R:3:mulliken_charge:R:1
O 0.94258 -0.38040 2.28151 -0.373
C 0.92497 -0.82954 1.06123 0.690
O -0.30227 -2.06822 1.35882 -0.594
Cl 2.33207 -1.72182 0.47508 -0.128
C 0.40147 0.22174 0.14809 -0.330
C -0.17373 0.69025 -0.80701 0.408
C -0.84104 1.44446 -1.80624 -0.694
Cl -1.94553 2.76667 -1.17243 -0.181
H 1.33554 -1.05345 2.80269 0.322
H -1.01013 -2.10807 0.64895 0.280
H -1.47043 0.94670 -2.57593 0.322
H -0.19351 2.09168 -2.41476 0.277
```

Summary:
- charge = 0
- calculated total energy (eV) = -33349.02619
- molar mass (g mol⁻¹) = 154.98
- relative energy (zero: lowest compared OMol25 entry of this formula, charge and spin) (kcal/mol) = 75.3